Model i:
The following is a quantum chemistry calculation of an isolated molecule of C3H4S2, from the OMol25 dataset.

As for the spin multiplicity: 3.

CARTESIAN COORDINATES (ANGSTROEM)
C: -0.6517 0.4498 -0.0717
C: -0.7688 0.5776 1.2673
C: -0.3456 -0.6119 -1.1249
S: -0.9886 1.3103 2.7397
S: 1.2581 -1.4717 -1.1078
H: -1.1704 -1.3077 -1.1682
H: -0.6262 -0.1421 -2.0698
H: -2.1683 0.5762 2.8326
H: 2.0362 -0.2957 -0.9281

Charges obtained by Löwdin population analysis, quoted in units of e: C -0.118; C -0.579; C -0.646; S 0.751; S 0.645; H 0.055; H 0.060; H -0.074; H -0.094

Model ii:
The following is a quantum chemistry calculation of a cluster of 2 separate species, C3H4S2 in total, from the OMol25 dataset.

As for the spin multiplicity: 3.

CARTESIAN COORDINATES (ANGSTROEM)
C: 3.5313 -0.3196 0.1979
C: 2.3548 -0.4261 -0.0688
C: 0.9622 -0.3721 -0.1617
S: -3.9458 1.3447 0.1036
S: 0.1005 -0.4262 1.2600
H: 4.5723 -0.2743 0.3077
H: 0.3816 -0.4511 -1.1510
H: -4.9027 0.5810 -0.1827
H: -3.0543 0.3437 -0.3049

Charges obtained by Löwdin population analysis, quoted in units of e: C 0.117; C -0.294; C -0.682; S 0.484; S 0.757; H 0.017; H 0.088; H -0.303; H -0.183

Model iii:
The following is a quantum chemistry calculation of an isolated molecule of C3H4S2, from the OMol25 dataset.

As for the spin multiplicity: 3.

CARTESIAN COORDINATES (ANGSTROEM)
C: 0.6848 -2.5206 -0.9359
C: 0.6301 1.0556 0.3662
C: -0.4718 0.4696 0.4645
S: 0.0471 -2.3912 0.4841
S: -1.2281 -0.8357 1.3877
H: 0.6834 -2.3218 -1.9365
H: 0.6522 1.6367 -0.6403
H: 1.6391 0.9098 0.7622
H: -1.3455 0.9225 -0.0476

Charges obtained by Löwdin population analysis, quoted in units of e: C -0.435; C -0.091; C -0.693; S 0.488; S 0.548; H -0.055; H 0.106; H 0.074; H 0.058

Quick one: least stable of them? model i

Model i:
The following is a quantum chemistry calculation of a cluster of 2 separate species, C4H14N2OS in total, from the OMol25 dataset.

CARTESIAN COORDINATES (ANGSTROEM)
C: -0.2845 2.5516 -0.1905
N: 0.0491 1.5958 0.8574
C: 0.3008 0.2090 0.5180
C: -0.9423 -0.6359 0.1829
N: -1.9857 -0.6151 1.2186
C: 1.3846 0.0015 -0.5059
S: 3.0797 0.2569 0.1461
H: 0.3700 2.3734 -1.0474
H: -0.0885 3.5603 0.1744
H: -1.3237 2.5057 -0.5021
H: -0.5386 1.6564 1.6743
H: 0.6349 -0.2186 1.4454
H: -1.3824 -0.4216 -0.8012
H: -0.7017 -1.6891 0.0901
H: -2.5285 0.2441 1.2147
H: -1.5279 -0.7496 2.1075
H: 1.2631 0.6456 -1.3817
H: 1.3843 -0.9911 -0.9416
H: 2.8704 1.5557 0.4019
O: 0.0448 -3.8079 -1.2185
H: 0.7169 -3.8959 -1.8961
H: -0.7949 -4.1313 -1.5462

Charges obtained by Löwdin population analysis, quoted in units of e: C -0.113; N -0.090; C -0.458; C -0.249; N -0.004; C -0.526; S 0.698; H 0.068; H 0.076; H 0.068; H 0.098; H 0.118; H 0.120; H 0.086; H 0.058; H 0.061; H 0.061; H 0.061; H -0.153; O -0.051; H 0.034; H 0.036

Model ii:
The following is a quantum chemistry calculation of a cluster of 2 separate species, C4H14N2OS in total, from the OMol25 dataset.

CARTESIAN COORDINATES (ANGSTROEM)
C: -0.1169 1.7423 -2.2098
N: -1.2108 0.9508 -1.5212
C: -0.8658 0.4053 -0.2351
C: -1.3525 -1.0976 -0.3235
N: -1.9467 -1.7637 0.9336
C: 0.6014 0.3228 0.2952
S: 0.8468 0.8133 1.9659
H: -0.6264 2.4337 -2.8957
H: 0.5959 1.1219 -2.8047
H: 0.4487 2.1841 -1.4294
H: -1.6227 0.3446 -2.0712
H: -1.4480 0.9493 0.4930
H: -2.0778 -1.4971 -1.0391
H: -0.5647 -1.8011 -0.5923
H: -2.7495 -1.3038 1.3434
H: -1.2980 -1.9623 1.7386
H: 1.1206 1.1717 -0.1679
H: 1.3814 -0.4573 0.0752
H: 0.0060 1.9293 1.8769
O: 2.5294 -1.8040 -0.6921
H: 3.1669 -1.6691 -1.2690
H: 2.3892 -2.5698 -0.2221

Charges obtained by Löwdin population analysis, quoted in units of e: C -0.076; N -0.058; C -0.379; C -0.197; N -0.034; C -0.598; S 0.691; H 0.076; H 0.085; H 0.039; H 0.017; H 0.101; H 0.100; H 0.093; H 0.043; H 0.067; H 0.024; H 0.051; H -0.095; O 0.049; H -0.024; H 0.024

Model iii:
The following is a quantum chemistry calculation of a cluster of 2 separate species, C4H14N2OS in total, from the OMol25 dataset.

CARTESIAN COORDINATES (ANGSTROEM)
C: 1.9511 0.7497 1.1012
C: 0.9945 0.0015 0.1916
C: 1.7188 -0.2882 -1.1534
S: 2.4106 -1.9612 -1.3730
N: -0.2864 0.6270 -0.0608
C: -1.1882 0.5918 1.0980
N: -2.5441 0.9940 0.7791
H: 1.6571 0.8161 2.1529
H: 2.9416 0.2875 1.1645
H: 2.1047 1.7684 0.7319
H: 0.7929 -0.9940 0.5979
H: 1.0102 -0.2279 -1.9789
H: 2.5300 0.4205 -1.3144
H: 3.3217 -1.9158 -0.3942
H: -0.1862 1.5848 -0.3804
H: -1.2526 -0.4537 1.4095
H: -0.7944 1.1294 1.9667
H: -2.5961 1.9095 0.3384
H: -2.8412 0.3739 0.0258
O: -3.5032 -1.7018 -1.3561
H: -2.5429 -1.6619 -1.3165
H: -3.6978 -2.0497 -2.2298

Charges obtained by Löwdin population analysis, quoted in units of e: C -0.073; C -0.490; C -0.533; S 0.692; N -0.047; C -0.325; N 0.013; H 0.073; H 0.075; H 0.084; H 0.116; H 0.059; H 0.064; H -0.158; H 0.115; H 0.116; H 0.108; H 0.063; H 0.044; O -0.057; H 0.025; H 0.035

Quick one: least stable of them? model ii

Model i:
The following is a quantum chemistry calculation of a cluster of 2 separate species, C3H9NS2 in total, from the OMol25 dataset.

CARTESIAN COORDINATES (ANGSTROEM)
C: 0.2834 -1.6275 -0.8434
C: 0.3788 -1.2462 0.6676
C: -0.7000 -0.4465 1.3241
N: 0.8582 2.0852 0.1586
S: -1.9137 0.1654 0.4759
S: -0.1403 2.7942 -0.8095
H: 1.2195 -1.9193 -1.3242
H: -0.1829 -0.8798 -1.3529
H: -0.4003 -2.4802 -1.0434
H: 1.2372 -0.6805 0.8035
H: 0.2669 -2.0742 1.3395
H: -0.6904 -0.4470 2.3666
H: 1.7383 2.1493 -0.3806
H: -0.8868 1.8167 -1.5105
H: -1.0678 2.7905 0.1288

Charges obtained by Löwdin population analysis, quoted in units of e: C -0.102; C -0.302; C -0.628; N -0.514; S 0.690; S 0.731; H 0.074; H -0.015; H 0.084; H 0.074; H 0.099; H 0.036; H -0.044; H -0.089; H -0.093

Model ii:
The following is a quantum chemistry calculation of an isolated molecule of C3H9NS2, from the OMol25 dataset.

CARTESIAN COORDINATES (ANGSTROEM)
N: -0.0209 1.3492 -0.5577
C: 0.0063 0.3460 0.4858
C: -1.4224 -0.0604 0.8123
S: -2.3064 -0.5679 -0.6793
C: 0.9267 -0.8062 0.0733
S: 2.5745 -0.2618 -0.3664
H: 0.0906 0.9036 -1.4668
H: 0.7024 2.0433 -0.4951
H: 0.4525 0.7887 1.3667
H: -1.9214 0.7882 1.3095
H: -1.4080 -0.8741 1.5567
H: -2.1731 0.6083 -1.2609
H: 0.9566 -1.5801 0.8283
H: 0.4591 -1.2658 -0.8294
H: 3.0836 -1.4110 -0.7771

Charges obtained by Löwdin population analysis, quoted in units of e: N -0.011; C -0.575; C -0.525; S 0.721; C -0.576; S 0.717; H 0.065; H 0.064; H 0.130; H 0.082; H 0.082; H -0.153; H 0.071; H 0.066; H -0.157

Quick one: least stable of them? model i

Model i:
The following is a quantum chemistry calculation of an isolated molecule of C3H9NS2, from the OMol25 dataset.

CARTESIAN COORDINATES (ANGSTROEM)
N: 0.7312 1.8787 -0.0973
C: -0.5722 1.2334 0.0475
C: -0.4385 -0.1708 -0.2286
S: -2.0694 -0.9393 -0.2134
C: 0.4242 -1.1409 0.5528
S: 2.0796 -0.9824 -0.2457
H: 0.5843 2.7572 0.5285
H: 0.6252 2.4041 -1.1328
H: -0.9219 1.3236 1.1134
H: -1.4892 1.5063 -0.4786
H: -0.0934 -0.1662 -1.2440
H: -1.5647 -2.4591 -0.3170
H: 0.5552 -0.7847 1.5554
H: 0.0253 -2.2002 0.7032
H: 2.1243 -2.2595 -0.5435

Charges obtained by Löwdin population analysis, quoted in units of e: N -0.020; C -0.435; C -0.880; S 0.700; C -0.581; S 0.712; H 0.102; H 0.156; H 0.129; H 0.095; H 0.064; H 0.016; H 0.056; H 0.062; H -0.177

Model ii:
The following is a quantum chemistry calculation of a cluster of 2 separate species, C3H9NS2 in total, from the OMol25 dataset.

CARTESIAN COORDINATES (ANGSTROEM)
C: 0.3090 1.2712 5.2088
C: 0.0100 0.1272 4.6262
N: -0.2932 -0.1174 3.2691
H: 0.4620 2.1074 4.5113
H: 0.3652 1.4943 6.2500
H: -0.1516 -0.7963 5.1918
H: 0.1101 0.4377 2.5343
H: -0.1614 -1.0944 3.0734
C: -1.2859 0.7264 -1.6586
S: -0.7133 -0.4725 -2.9115
S: 1.3439 -0.5855 -2.4398
H: -2.3652 0.6755 -1.8387
H: -0.8667 1.7451 -1.7710
H: -0.8403 0.4339 -0.6939
H: 1.2832 0.5101 -3.2544

Charges obtained by Löwdin population analysis, quoted in units of e: C -0.038; C -0.313; N 0.025; H 0.053; H 0.033; H 0.102; H 0.073; H 0.065; C -0.494; S 0.333; S 0.282; H 0.023; H 0.037; H 0.016; H -0.198

Model iii:
The following is a quantum chemistry calculation of a structure of composition C3H9NS2, from the OMol25 dataset.

CARTESIAN COORDINATES (ANGSTROEM)
S: -4.5207 0.5427 -0.7987
S: 3.7336 0.1165 -0.4609
C: 1.7009 0.2020 0.2452
C: 0.5764 -0.6136 0.6974
N: -0.7856 -0.7996 -0.1319
C: -1.9286 0.0156 0.2104
H: 3.7800 0.8888 -1.5779
H: 1.6521 1.2653 0.3330
H: 2.2759 0.0323 -0.8158
H: 0.7660 -1.6883 0.8248
H: 0.1933 -0.2993 1.7045
H: -0.5394 -0.7385 -1.1175
H: -2.7950 -0.3911 0.7642
H: -1.6333 0.9245 0.7648
H: -2.4756 0.5427 -0.6417

Charges obtained by Löwdin population analysis, quoted in units of e: S 0.168; S 0.647; C -0.301; C -0.249; N -0.102; C -0.270; H -0.132; H 0.029; H -0.144; H 0.104; H 0.118; H 0.093; H 0.020; H 0.091; H -0.074

Quick one: least stable of them? model iii

Model i:
The following is a quantum chemistry calculation of an isolated molecule of C5H8N4O2S, from the OMol25 dataset.

CARTESIAN COORDINATES (ANGSTROEM)
H: 1.0130 2.2917 -1.2938
N: 0.2078 1.7707 -1.2918
C: 0.4029 0.5024 -1.3990
C: -0.7432 -0.4095 -1.1972
S: -2.3568 0.1526 -1.6921
C: -0.7654 -0.7546 0.4271
N: -1.3127 0.3811 1.1108
C: -0.1330 1.1122 1.5618
C: 0.9770 0.3157 1.5683
N: 0.5865 -0.8568 0.8594
N: 1.5232 -1.8477 0.4353
O: 2.5834 -1.7168 0.9825
O: 1.0697 -2.6397 -0.3168
H: 1.3520 -0.0739 -1.3038
H: -0.6071 -1.3273 -1.7749
H: -2.2707 1.5322 -1.7520
H: -1.3122 -1.6392 0.3715
H: -1.9348 0.9091 0.4624
H: -0.1459 2.0162 2.1589
H: 1.8662 0.2816 2.0835

Charges obtained by Löwdin population analysis, quoted in units of e: H 0.021; N 0.127; C -0.241; C -0.607; S 0.779; C -0.295; N 0.042; C -0.077; C -0.028; N -0.021; N -0.401; O 0.089; O 0.110; H 0.131; H 0.085; H -0.096; H 0.121; H 0.064; H 0.110; H 0.088

Model ii:
The following is a quantum chemistry calculation of an isolated molecule of C5H8N4O2S, from the OMol25 dataset.

CARTESIAN COORDINATES (ANGSTROEM)
C: -1.5623 -2.1536 0.8776
C: -0.7177 -1.4715 -0.9785
C: 0.3832 1.5936 -1.0309
C: -0.0429 -2.6187 1.3173
C: -1.0446 -0.2812 -0.1060
N: -1.5591 -0.7153 0.9920
N: 0.8196 2.8173 -0.7660
N: 0.7550 0.8905 -2.0776
N: -0.6213 1.0717 -0.1870
O: -1.4800 -2.3859 -0.5409
O: -0.4485 -1.3441 -2.2154
S: 1.0098 -1.9472 0.0927
H: -2.3980 -2.7881 1.3530
H: 0.1822 -2.2005 2.4249
H: 0.1736 -3.7625 1.2722
H: 1.5750 3.2330 -1.2900
H: 0.7912 3.2048 0.2033
H: 1.3265 1.3632 -2.7945
H: 0.5626 -0.1418 -2.2739
H: -0.7160 1.5583 0.7413

Charges obtained by Löwdin population analysis, quoted in units of e: C -0.304; C -0.864; C -0.402; C -0.516; C -0.282; N 0.121; N 0.172; N 0.215; N 0.168; O 0.006; O -0.112; S 0.775; H 0.173; H 0.104; H 0.083; H 0.121; H 0.148; H 0.142; H 0.082; H 0.170

Quick one: least stable of them? model i

Model i:
The following is a quantum chemistry calculation of a cluster of 2 separate species, CH7NS2 in total, from the OMol25 dataset.

CARTESIAN COORDINATES (ANGSTROEM)
C: -0.6898 0.0710 -0.9565
S: -1.0201 -0.0250 0.9219
S: -2.9809 -0.7550 0.9378
H: 0.2801 -0.3529 -1.1701
H: -1.4383 -0.5692 -1.4789
H: -0.7864 1.0532 -1.3292
H: -3.0158 -0.8738 2.2735
N: 2.5276 0.5555 0.1269
H: 1.4737 0.6425 -0.0935
H: 2.5477 0.2707 1.1679
H: 3.1021 -0.0170 -0.3998

Charges obtained by Löwdin population analysis, quoted in units of e: C -0.421; S 0.310; S 0.271; H 0.002; H 0.035; H 0.013; H -0.201; N -0.005; H -0.014; H 0.051; H -0.040

Model ii:
The following is a quantum chemistry calculation of a cluster of 2 separate species, CH7NS2 in total, from the OMol25 dataset.

CARTESIAN COORDINATES (ANGSTROEM)
C: 1.5942 -3.9862 -1.8565
S: 1.8918 -2.2620 -1.5068
S: 1.5626 -2.0560 0.5504
H: 2.5327 -4.3977 -2.2257
H: 0.8615 -4.0853 -2.6635
H: 1.1839 -4.6331 -1.0935
H: 0.3209 -1.6297 0.6038
N: -2.4476 5.7745 2.0437
H: -2.7601 6.7353 1.9935
H: -3.0021 5.2132 2.6495
H: -1.7377 5.3270 1.5050

Charges obtained by Löwdin population analysis, quoted in units of e: C -0.519; S 0.373; S 0.299; H 0.021; H 0.026; H 0.032; H -0.231; N 0.012; H 0.007; H -0.014; H -0.005

Quick one: least stable of them? model i

Model i:
The following is a quantum chemistry calculation of an isolated molecule of C7H8S, from the OMol25 dataset.

CARTESIAN COORDINATES (ANGSTROEM)
C: -1.2932 1.5019 0.3370
C: -2.0465 0.3601 0.1319
C: -0.0368 1.5597 -0.2156
C: 0.7942 0.4085 -0.0500
C: -1.3339 -0.8685 -0.3583
C: 0.0745 -0.8563 0.2353
C: 2.0822 0.6826 -0.2762
S: 3.5243 -0.2859 0.1512
H: -1.8245 2.4195 0.6215
H: -3.1059 0.3189 0.0677
H: -1.8523 -1.6653 0.0053
H: -1.1575 -0.9361 -1.4790
H: 0.4324 -1.7273 -0.2973
H: 0.1060 -1.0317 1.3173
H: 2.4179 1.7183 -0.5159
H: 3.2190 -1.5983 0.3251

Charges obtained by Löwdin population analysis, quoted in units of e: C -0.158; C -0.043; C 0.047; C -0.391; C -0.190; C -0.177; C -0.427; S 0.738; H 0.100; H 0.090; H 0.075; H 0.152; H 0.110; H 0.135; H 0.080; H -0.139

Model ii:
The following is a quantum chemistry calculation of an isolated molecule of C7H8S, from the OMol25 dataset.

CARTESIAN COORDINATES (ANGSTROEM)
C: -1.6853 -1.2420 -0.2568
C: 0.7752 -1.6026 -0.0234
C: -0.8414 -2.3956 -0.0932
C: -1.4078 0.1124 -0.1228
C: 1.4717 -0.3871 0.0346
C: -2.5375 1.0630 -0.1668
C: 2.8082 -0.0605 0.3390
S: 0.1618 0.8129 0.1870
H: -2.8027 -1.4936 -0.3485
H: 1.5642 -2.3609 -0.0045
H: -2.2801 1.7180 0.6447
H: -3.4944 0.5946 0.0049
H: -2.5888 1.8712 -0.9678
H: 2.8520 0.7274 1.0586
H: 3.3467 0.3347 -0.5345
H: 3.3616 -1.0965 0.4973

Charges obtained by Löwdin population analysis, quoted in units of e: C -0.265; C -0.117; C 0.085; C -0.573; C -0.624; C -0.130; C -0.136; S 1.054; H 0.105; H 0.050; H 0.055; H 0.080; H 0.116; H 0.071; H 0.089; H 0.142

Quick one: least stable of them? model ii

Model i:
The following is a quantum chemistry calculation of a structure of composition C2H6N3O, from the OMol25 dataset.

As for the net charge: +1. As for the spin multiplicity: 3.

CARTESIAN COORDINATES (ANGSTROEM)
C: -1.7382 0.9186 0.5223
C: 0.0000 -0.2752 0.3096
N: -1.8156 0.2725 -0.6385
N: -0.6969 -0.4097 -0.7696
N: 1.2881 -0.8080 0.6551
O: -0.5534 0.6141 1.1465
H: -2.4431 1.4487 0.9739
H: 0.8355 0.8329 -1.9505
H: 0.2753 0.3338 -2.2346
H: 1.9963 -0.1031 0.8324
H: 1.5480 -1.2803 -0.2235
H: 1.3042 -1.5442 1.3770

Charges obtained by Löwdin population analysis, quoted in units of e: C -0.011; C -0.405; N 0.141; N 0.011; N 0.314; O 0.096; H 0.106; H 0.081; H 0.087; H 0.187; H 0.193; H 0.200

Model ii:
The following is a quantum chemistry calculation of the ion C2H6N3O with charge +1, from the OMol25 dataset.

As for the net charge: +1. As for the spin multiplicity: 3.

CARTESIAN COORDINATES (ANGSTROEM)
C: 0.1627 -0.5614 -0.8878
C: 0.8117 1.5347 0.4794
N: -0.3235 -1.6704 -1.5196
N: -0.4853 -0.2374 0.3955
N: 0.3314 0.5251 1.1269
O: 1.0810 0.1681 -1.2023
H: 0.2705 1.9033 -0.3795
H: 1.8011 1.9042 0.6511
H: -1.2745 -1.9923 -1.3276
H: -0.8949 -0.9407 0.8640
H: 0.7443 0.1358 1.9997
H: 0.0304 -1.7670 -2.5329

Charges obtained by Löwdin population analysis, quoted in units of e: C -0.458; C -0.012; N 0.201; N 0.217; N 0.044; O 0.116; H 0.112; H 0.105; H 0.131; H 0.126; H 0.230; H 0.187

Quick one: least stable of them? model i